Molecular formula: C6H7LiO6Sn
Method: DFT, wB97M-V/def2-TZVPD

The geometry in XYZ format:
```
21
Properties=species:S:1:pos:R:3:mulliken_charge:R:1
Sn 2.362 1.996 -1.292 0.504
O 0.737 0.785 -1.205 -0.477
O 1.440 -1.511 -1.102 -0.384
C 2.784 -1.767 -1.531 -0.366
C 3.600 -0.944 -0.545 -0.211
O 2.697 0.142 -0.247 -0.459
C 1.394 -0.274 -0.564 1.411
H 2.967 -2.842 -1.462 0.314
H 2.914 -1.424 -2.567 0.287
H 4.517 -0.525 -0.972 0.298
H 3.817 -1.486 0.383 0.275
Li -5.422 -0.600 -0.810 0.890
O -4.190 0.967 -0.699 -0.811
O -2.101 0.618 -0.041 -0.312
C -1.129 -0.273 0.349 -0.725
C 0.256 0.205 0.218 -0.447
O -3.592 -1.095 -0.153 -0.822
C -3.355 0.113 -0.346 0.910
H -1.356 -0.691 1.341 0.440
H 0.477 0.977 0.965 0.459
H -0.702 -1.284 -0.147 0.226
```

Computed properties:
**Relative energy (zero: lowest compared OMol25 entry of this formula, charge and spin)**: 0.856 eV
**F_max**: 0.099 hartree/bohr
**<S²>**: 0.7536
**Total energy**: -905.78949 hartree
**LUMO (alpha / beta)**: -0.1399 / -0.1497 Ha
**Net charge**: +1
**HOMO (alpha / beta)**: -0.382 / -0.472 hartree
**2S+1**: 2
**HOMO-LUMO gap (alpha / beta)**: 6.583 / 8.768 eV

Molecular formula: C3H3ClO2
Method: DFT, wB97M-V/def2-TZVPD

The geometry in XYZ format:
```
9
Properties=species:S:1:pos:R:3:mulliken_charge:R:1
C 1.076 0.264 -0.429 -0.955
C -0.123 -0.585 0.118 0.641
O 0.119 -1.751 0.261 -0.472
C -1.360 0.131 0.313 0.300
O -1.997 0.268 -0.662 -0.349
Cl -1.960 0.687 1.809 -0.140
H 0.850 1.209 -0.566 0.413
H 1.553 -0.330 -1.261 0.288
H 1.841 0.107 0.418 0.273
```

Computed properties:
**Relative energy (zero: lowest compared OMol25 entry of this formula, charge and spin)**: 0.965 eV
**F_max**: 0.132 hartree/bohr
**SMILES**: CC(=O)C(=O)Cl
**Total energy**: -726.74447 hartree
**LUMO**: 0.0064 Ha
**Net charge**: 0
**HOMO**: -0.378 hartree
**HOMO-LUMO gap**: 10.468 eV

Molecular formula: C11H19AsBeF6N3O4S3
Method: DFT, wB97M-V/def2-TZVPD

The geometry in XYZ format:
```
48
Properties=species:S:1:pos:R:3:mulliken_charge:R:1
Be -0.553 0.308 -0.279 0.155
F 2.194 1.833 -3.240 -0.205
C 1.000 1.812 -3.811 0.518
F 1.070 1.241 -4.997 -0.184
F 0.539 3.047 -3.927 -0.185
S -0.149 0.833 -2.736 1.240
O 0.032 1.403 -1.385 -0.516
O -1.475 0.972 -3.243 -0.591
N 0.517 -0.585 -2.830 -0.574
S -0.123 -1.642 -1.858 1.039
O 0.810 -2.427 -1.140 -0.578
O -1.184 -0.965 -1.066 -0.369
C -1.127 -2.755 -2.958 0.638
F -0.337 -3.402 -3.789 -0.175
F -1.971 -1.984 -3.639 -0.194
F -1.812 -3.606 -2.215 -0.195
N 0.692 -0.133 0.733 -0.561
C 1.561 -0.400 1.448 1.133
N 2.527 -0.694 2.241 0.013
C 3.750 -1.357 1.751 -0.738
C 3.977 -2.643 2.536 -0.540
C 4.015 -2.347 4.036 -0.629
C 2.704 -1.688 4.471 -0.545
C 2.472 -0.403 3.686 -0.785
H 4.585 -0.669 1.906 0.280
H 3.640 -1.550 0.685 0.457
H 4.913 -3.094 2.206 0.334
H 3.173 -3.349 2.314 0.297
H 4.853 -1.679 4.257 0.310
H 4.172 -3.269 4.595 0.313
H 2.727 -1.449 5.535 0.342
H 1.870 -2.372 4.302 0.299
H 3.259 0.323 3.910 0.322
H 1.507 0.044 3.918 0.430
C -2.726 3.625 -1.570 -0.889
As -3.352 2.038 -0.643 0.655
C -4.354 0.749 -1.690 -0.826
C -4.768 2.800 0.446 -1.127
S -2.028 1.268 0.859 -0.444
H -3.443 3.886 -2.348 0.407
H -1.748 3.485 -2.010 0.203
H -2.677 4.417 -0.825 0.372
H -4.963 1.294 -2.410 0.411
H -4.987 0.209 -0.989 0.373
H -3.703 0.062 -2.216 0.134
H -5.515 3.288 -0.179 0.412
H -4.331 3.521 1.135 0.382
H -5.235 2.005 1.025 0.381
```

Computed properties:
**F_max**: 0.033 hartree/bohr
**Total energy**: -4939.96399 hartree
**LUMO**: -0.0772 Ha
**Net charge**: +1
**HOMO**: -0.452 hartree
**HOMO-LUMO gap**: 10.193 eV

Molecular formula: C15H11N4O7S2Ti
Method: DFT, wB97M-V/def2-TZVPD

The geometry in XYZ format:
```
40
Properties=species:S:1:pos:R:3:mulliken_charge:R:1
Ti 0.583 0.149 0.148 0.141
N 1.881 -3.155 3.797 -0.567
C 1.420 -2.991 2.480 0.295
S 2.089 -4.006 1.275 -0.578
N 0.496 -2.078 2.373 -1.213
N 0.057 -1.800 1.098 1.450
C -0.936 -2.449 0.635 -0.385
C -1.508 -2.248 -0.685 0.700
C -2.740 -2.819 -1.008 -0.746
C -3.272 -2.701 -2.277 -0.554
C -2.550 -2.011 -3.252 -0.430
C -1.325 -1.448 -2.965 -0.544
C -0.780 -1.546 -1.674 0.712
O 0.385 -1.011 -1.391 -0.864
H 2.800 -3.567 3.795 0.223
H 1.827 -2.292 4.323 0.267
H -1.364 -3.233 1.262 0.316
H -3.279 -3.358 -0.237 0.355
H -4.237 -3.134 -2.510 0.359
H -2.963 -1.905 -4.249 0.346
H -0.761 -0.897 -3.707 0.427
S 2.898 1.390 -2.111 -0.487
C 2.292 2.578 -1.072 0.295
C 2.736 3.932 -1.142 -0.830
C 2.208 4.892 -0.326 0.048
C 1.224 4.540 0.607 -1.101
C 0.843 3.222 0.657 -0.042
N 1.350 2.266 -0.138 0.226
H 3.496 4.164 -1.875 0.349
H 2.549 5.919 -0.403 0.332
H 0.771 5.263 1.270 0.381
H 0.105 2.891 1.374 0.486
O -2.930 2.134 -0.408 -0.701
C -1.980 1.483 -0.031 0.649
O -0.988 1.063 -0.755 -0.581
C -1.785 1.080 1.458 0.731
O -2.679 1.121 2.273 -0.704
O -0.554 0.709 1.688 -0.591
O 2.511 -0.348 0.293 -0.128
O 2.108 0.202 1.409 -0.041
```

Computed properties:
**Relative energy (zero: lowest compared OMol25 entry of this formula, charge and spin)**: 0.438 eV
**F_max**: 0.015 hartree/bohr
**<S²>**: 0.7608
**Total energy**: -2969.91692 hartree
**LUMO (alpha / beta)**: 0.1774 / 0.1647 Ha
**Net charge**: -2
**HOMO (alpha / beta)**: -0.071 / -0.071 hartree
**2S+1**: 2
**HOMO-LUMO gap (alpha / beta)**: 6.750 / 6.407 eV